Entry from the OMol25 dataset: C26H24N4O2 as an isolated structure at a distorted geometry (the ωB97M-V functional and the def2-TZVPD basis).

Output
**Net charge**: 0
**Gap between HOMO and LUMO**: 7.1 eV
**Multiplicity**: 1
**Energy**: -1374.47609 hartree

Geometry as XYZ:
```
56
Properties=species:S:1:pos:R:3:forces:R:3
O 0.677062 2.434633 2.623796 -0.55 -3.06 -0.21
O 1.916499 0.684658 2.986823 -2.98 0.24 -0.95
N -2.860698 -2.247020 -3.288306 -0.63 -0.25 -0.73
N 0.819834 1.165157 2.572479 3.82 1.33 0.65
N 4.057279 -0.299184 -0.574091 0.84 0.60 0.34
N -6.714680 1.368769 3.412794 2.99 -0.46 -0.10
C 0.631588 0.795882 0.008283 -1.78 0.77 2.18
C 2.721968 -0.497887 -0.651704 -0.20 1.95 0.32
C -1.347792 0.623369 -1.483286 0.73 0.17 -0.12
C -2.383318 -3.136064 -4.350272 0.16 0.55 0.93
C -3.324812 2.014385 2.765362 -0.28 -0.31 0.11
C 5.543447 1.424125 0.507328 1.36 0.73 0.55
C -2.007821 -1.529339 -2.453610 0.54 1.04 0.85
C -0.286451 -0.010764 -0.794784 -0.98 -0.42 -0.68
C 2.051123 0.621043 -0.107697 1.03 -0.98 0.02
C -1.482921 0.498656 2.262217 -1.20 -0.69 0.25
C -2.193849 -0.110496 -2.293896 -0.12 -1.25 -0.39
C -2.272869 -0.587350 2.751490 -0.31 0.40 0.30
C -0.104963 0.305868 1.783023 2.27 -0.14 -0.36
C 3.085049 1.539037 0.357056 0.71 -0.76 -0.98
C -5.557412 1.178440 3.329531 -2.90 0.25 0.24
C -4.259649 -2.443360 -2.912227 0.59 0.36 0.16
C 5.543603 2.659971 1.189455 -1.16 -0.80 -0.34
C 4.306942 3.337713 1.386665 0.47 -0.37 -0.44
C -3.603314 -0.366430 3.159818 -0.34 -0.02 -0.05
C -0.964800 -2.155934 -1.727623 -0.84 0.38 -0.32
C -4.157303 0.934794 3.120193 0.94 -0.07 -0.62
C -0.164784 -1.416587 -0.864085 0.11 0.70 -0.78
C 4.345719 0.935704 0.051978 -1.98 -1.17 0.17
C 3.098482 2.803785 0.923246 0.33 0.94 0.52
C -2.015066 1.782291 2.371885 0.07 0.59 0.30
C 5.039894 -1.278358 -0.995324 0.40 -0.63 -0.25
H 6.464386 3.073315 1.585369 -0.10 -0.07 -0.07
H -1.339827 -2.890436 -4.579887 -0.26 -0.12 -0.01
H 6.461503 0.819601 0.388403 -0.49 0.66 0.01
H -2.994033 -2.983905 -5.240957 0.02 -0.03 -0.10
H -0.837642 -3.235793 -1.835164 0.00 0.32 0.10
H -4.272550 -1.194926 3.501673 0.93 0.72 -0.32
H 5.084210 -1.377661 -2.103044 -0.01 0.25 0.65
H -4.441924 -3.495559 -2.660079 -0.07 0.01 0.08
H 0.322721 1.825528 0.232894 0.14 -0.12 -0.96
H -1.845660 -1.577850 2.981664 -0.11 0.55 -0.71
H -1.396093 1.733414 -1.499503 -0.10 -0.91 0.25
H 0.645425 -1.918311 -0.347530 -0.25 0.03 0.19
H -3.708979 3.037498 2.787700 0.10 -0.40 0.07
H -4.499014 -1.819235 -2.036181 0.05 -0.26 -0.39
H -2.981980 0.387902 -2.881431 0.44 -0.35 0.36
H -1.305254 2.613387 2.309775 -0.66 -0.24 -0.57
H 2.188363 3.398016 1.012311 0.22 -0.35 0.24
H 4.729324 -2.262695 -0.594423 0.39 0.43 -0.14
H 2.339757 -1.318036 -1.233973 0.01 -0.11 0.19
H -4.913042 -2.172060 -3.741972 -0.17 0.02 -0.01
H -2.459866 -4.185815 -4.051216 0.09 -0.16 -0.09
H 0.239181 -0.744835 1.641273 -0.12 0.93 1.18
H 4.320407 4.291319 1.919692 -0.11 -0.26 -0.30
H 6.064578 -1.032373 -0.621901 -1.04 -0.15 -0.25
```
Positions in Å, forces in eV/Å.

Results of the Löwdin charge analysis, in e, for atoms 1 through 2: O -0.017; O 0.048